15
Properties=species:S:1:pos:R:3:forces:R:3 method="wB97M-V/def2-TZVPD" e_homo_ev=-8.91 e_tot_ha=-1091.145629 charge=0 homo_lumo_gap_ev=8.19 relative_energy_ev=0.901
C -0.527482 -1.104056 1.634244 -1.68 -0.04 -1.49
C -0.547752 -0.166765 0.412221 1.31 -1.87 -0.52
Cl -1.195766 -1.208021 -1.029699 0.20 0.59 0.50
C -1.324708 1.010284 0.562382 -3.34 4.08 0.38
C -0.799884 2.182388 0.060511 0.32 -0.77 1.47
C 0.610246 1.836683 -0.511933 -0.63 0.09 -1.73
C 0.815244 0.388863 -0.033046 0.49 -0.87 -0.53
S 2.141043 -0.563247 -0.013155 -0.62 1.19 -0.06
H -0.072122 -0.517496 2.398626 0.44 -0.05 0.95
H -1.610505 -1.345408 1.886952 1.43 0.22 -0.17
H 0.008796 -2.014212 1.347841 0.00 0.27 0.49
H -2.353268 0.943990 1.075271 1.69 0.22 -0.92
H -1.209888 3.271413 0.203289 0.74 -2.50 -0.51
H 1.466638 2.509216 -0.238734 -0.92 -0.61 -0.29
H 0.487696 1.816425 -1.704163 0.61 0.05 2.43

---

55
Properties=species:S:1:pos:R:3:forces:R:3 method="wB97M-V/def2-TZVPD" s2=6.079 e_homo_ev="-14.06 / -14.01" e_tot_ha=-4487.544398 spin_multiplicity=5 charge=+2 homo_lumo_gap_ev="7.09 / 4.70" relative_energy_ev=0.000
Pd 1.229272 0.357477 0.087337 -0.49 1.26 0.71
O 1.413834 -1.847081 5.151714 -0.03 -0.28 -0.10
C 1.846048 -0.555497 5.231945 0.06 0.55 0.16
C 1.832573 0.177418 6.412792 -0.03 -0.27 -0.05
C 2.291951 1.481914 6.420221 0.05 0.09 -0.10
C 2.766942 2.071858 5.253107 -0.02 -0.03 -0.03
C 2.768297 1.350351 4.073527 0.02 -0.01 0.03
C 2.284052 0.049664 4.057244 0.05 -0.02 -0.15
C 2.288628 -0.784934 2.770166 -0.24 -0.20 0.67
O 2.722707 -0.179709 1.684967 0.26 0.12 0.06
N 0.956508 -1.436484 2.559516 -0.30 -0.09 -0.31
N 0.538479 -1.478863 1.351174 0.33 0.40 -0.31
C -0.485139 -2.150898 0.892911 -0.57 -0.42 -0.11
C -0.656724 -2.249204 -0.506295 0.91 0.44 0.08
Br 0.866350 -1.692687 -1.552221 -0.48 -0.53 -0.08
C -1.771720 -2.837080 -1.062302 -0.35 -0.19 -0.30
C -2.185240 -2.999520 -2.405706 0.02 0.01 0.15
C -1.697106 -2.244643 -3.502743 0.05 0.08 -0.09
C -2.146689 -2.508443 -4.772165 0.02 0.02 -0.04
C -3.084306 -3.522582 -4.992578 -0.03 -0.02 0.15
C -3.604757 -4.253577 -3.922830 -0.04 -0.06 -0.05
C -3.182539 -3.982749 -2.645778 -0.03 -0.01 0.02
H 1.247546 -2.207835 6.028888 -0.01 -0.03 0.10
H 1.478691 -0.290289 7.324476 -0.01 0.03 0.01
H 2.284511 2.045614 7.343131 0.00 -0.03 0.01
H 3.133957 3.088380 5.260857 0.00 -0.01 0.03
H 3.159550 1.775512 3.162039 -0.02 0.08 -0.02
H 2.987329 -1.622805 3.017371 0.12 0.07 -0.21
H 0.540553 -1.979726 3.317094 0.08 0.02 0.07
H -1.189048 -2.666364 1.544821 0.03 0.04 0.02
H -2.446878 -3.272835 -0.328212 0.07 -0.02 0.03
H -1.013581 -1.424011 -3.340037 -0.02 -0.05 -0.03
H -1.779030 -1.929196 -5.607884 -0.01 0.02 0.01
H -3.430591 -3.730519 -5.996399 0.03 0.01 -0.02
H -4.340113 -5.025869 -4.099941 0.00 0.01 0.00
H -3.586723 -4.542484 -1.811266 0.01 0.01 0.00
O 0.887496 2.153151 1.412041 0.25 -0.52 0.09
C 1.740963 2.792594 0.725757 0.08 0.24 -0.07
O 2.261134 2.298671 -0.297796 -0.11 -0.41 -0.01
H 2.034921 3.799111 1.050478 -0.09 -0.01 -0.06
C 0.592486 3.638615 -4.585309 -0.03 -0.09 -0.02
C -0.342284 2.428639 -4.430483 0.15 0.28 -0.10
C -0.661580 2.176920 -3.000407 -0.26 0.03 0.46
N -0.103383 1.293101 -2.255649 -0.05 -0.04 -0.54
N -0.537632 1.299515 -0.956074 0.47 -0.24 -0.05
C -1.426465 2.235909 -0.703318 0.20 -0.04 -0.14
N -1.960046 2.448422 0.507895 -0.21 0.00 -0.01
S -1.825207 3.155206 -2.115782 0.10 -0.16 0.05
H 0.820436 3.798503 -5.637677 -0.01 0.01 0.01
H 1.528419 3.467751 -4.054299 -0.01 0.02 0.02
H 0.131733 4.547530 -4.198250 0.01 0.01 0.00
H 0.139953 1.537552 -4.830558 -0.06 -0.06 0.02
H -1.264491 2.608047 -4.985587 -0.01 -0.10 -0.02
H -1.446528 2.133873 1.314213 0.13 0.02 0.03
H -2.607516 3.204588 0.641865 0.01 0.05 0.02

---

115
Properties=species:S:1:pos:R:3:forces:R:3 method="wB97M-V/def2-TZVPD" e_homo_ev=-11.09 e_tot_ha=-3937.668400 charge=+1 homo_lumo_gap_ev=6.46
C 5.270823 -0.265336 3.065453 -0.54 -0.06 -0.33
C 5.033037 0.296041 1.645988 0.35 0.01 1.38
O 6.222562 0.999382 1.303456 -0.47 0.27 -0.84
C 3.765509 1.231707 1.720742 0.39 0.01 -0.83
C 2.609025 0.882089 0.798326 0.22 -0.29 0.72
N 2.493405 1.605160 -0.314906 0.36 0.52 -0.17
C 1.529804 1.454828 -1.222243 -0.08 0.51 -1.73
C 1.460960 2.360321 -2.448551 0.48 1.03 1.71
O 0.249508 3.107923 -2.395734 -0.43 -0.85 -0.63
O 0.198525 3.613090 -1.070603 0.52 0.51 0.62
C 0.600003 0.495203 -1.057478 -0.78 -1.12 0.47
C 0.635308 -0.304574 0.083671 0.07 0.09 -0.57
C -0.460293 -1.340486 0.204230 -0.92 -1.29 0.50
O -0.846568 -1.830770 1.237662 0.58 0.74 -0.81
O -1.046924 -1.675882 -0.991575 0.48 1.05 0.44
C -2.336495 -1.012543 -1.084150 -0.92 -0.25 0.23
C -3.474861 -1.912034 -0.614624 -0.67 0.12 0.54
C -4.749825 -1.057738 -0.574152 -0.19 -0.02 -0.93
O -5.252772 -0.693065 -1.625635 0.26 -0.22 0.88
N -5.255487 -0.729815 0.685448 1.01 0.86 -1.03
C -6.077636 0.462655 0.713898 -0.36 -0.64 0.36
C -5.678342 1.677526 0.207926 1.14 -0.18 -0.32
C -6.502503 2.766030 0.292221 0.04 1.05 -0.32
C -7.739674 2.668508 0.887887 -0.46 0.29 0.20
C -8.129767 1.459005 1.404078 -0.78 -0.36 0.31
C -7.309732 0.357969 1.303761 -0.20 -0.50 0.10
C 1.644969 -0.113162 1.015868 0.03 -0.74 0.91
C 1.722289 -0.920499 2.289072 0.57 0.29 0.78
C 1.369901 0.011180 3.489228 -1.03 0.38 -0.93
C -0.126392 -0.039438 3.864411 0.52 0.12 -0.06
F 2.189677 -0.220971 4.571753 0.01 -0.31 0.04
H 5.646537 0.558854 3.679921 0.11 -0.15 -0.04
H 4.334769 -0.583309 3.531079 0.21 -0.21 -0.03
H 5.984905 -1.088005 3.058070 0.03 0.14 0.03
H 4.939687 -0.489703 0.895665 -0.19 0.12 0.11
H 6.178415 1.900851 1.639114 0.16 -0.09 0.18
H 3.448704 1.302515 2.759402 -0.12 -0.10 -0.14
H 4.119074 2.232954 1.440608 -0.21 -0.06 0.00
H 3.174945 2.343751 -0.467933 -0.04 -0.03 -0.01
H 2.268444 3.101640 -2.342986 0.17 -0.30 -0.46
H 1.526330 1.798078 -3.376138 -0.24 0.19 -0.07
H -0.729910 3.555245 -0.801959 -0.11 -0.12 -0.49
H -0.182192 0.321958 -1.783588 0.18 0.21 -0.13
H -2.510437 -0.699305 -2.114368 0.24 -0.18 0.00
H -2.355228 -0.106984 -0.457924 0.29 -0.07 -0.11
H -3.299719 -2.315107 0.386570 0.32 -0.01 -0.17
H -3.659158 -2.737061 -1.303266 0.16 0.07 0.00
H -4.506045 -0.670074 1.367290 -0.19 -0.40 0.19
H -4.697010 1.761423 -0.252132 -0.11 0.05 -0.06
H -6.195936 3.724872 -0.112801 0.09 -0.10 -0.01
H -8.401743 3.522556 0.962718 0.12 0.03 -0.07
H -9.093748 1.325455 1.882766 0.03 0.20 -0.04
H -7.617002 -0.601228 1.687237 -0.08 0.04 -0.07
H 2.743030 -1.293020 2.420782 -0.07 0.15 -0.05
H 1.071648 -1.788693 2.301468 0.03 0.11 -0.21
H 1.549390 1.042713 3.166378 0.25 -0.06 0.26
H -0.195539 -0.113734 4.950477 -0.20 -0.07 -0.11
H -0.645395 -0.849537 3.356339 0.05 -0.11 0.35
H -0.598861 0.893566 3.545056 -0.03 -0.07 0.18
C 8.325175 -4.204996 -2.191134 -0.24 -0.31 0.20
C 7.737767 -2.914985 -1.662335 0.62 -0.23 -0.29
O 6.324899 -3.072870 -1.384697 -0.38 0.13 0.17
C 6.017679 -3.618155 -0.219482 0.74 0.22 -0.33
O 6.786870 -3.987805 0.615867 -0.32 -0.09 0.27
C 4.492664 -3.668145 -0.058071 -0.86 -0.55 -0.01
F 3.873041 -4.085871 -1.165018 0.20 0.15 -0.14
F 3.999070 -2.438149 0.228283 0.12 0.15 -0.01
F 4.113955 -4.477642 0.923303 0.32 0.11 0.15
H 7.766610 -4.549281 -3.062472 0.06 0.10 -0.07
H 9.365232 -4.059463 -2.472835 -0.02 0.08 -0.03
H 8.274756 -4.995136 -1.440906 0.06 0.05 0.04
H 7.812285 -2.140188 -2.411816 -0.37 -0.01 -0.06
H 8.264712 -2.564545 -0.775486 -0.21 -0.09 0.14
C 12.747042 -1.763584 -6.087476 -0.34 0.13 0.01
C 13.157010 -1.724887 -4.631286 0.46 -0.32 -0.46
O 12.330397 -0.805538 -3.886512 -0.13 0.16 0.27
C 11.164390 -1.270029 -3.475741 0.59 -0.32 -0.35
O 10.735807 -2.371302 -3.664789 -0.34 0.08 0.18
C 10.432770 -0.194339 -2.662787 -0.37 0.76 0.37
F 10.499498 1.005983 -3.245468 0.05 -0.11 -0.17
F 10.963087 -0.071474 -1.440538 0.12 -0.24 -0.04
F 9.135538 -0.490120 -2.507644 0.29 -0.02 -0.16
H 12.758801 -0.760092 -6.514022 0.13 -0.01 0.00
H 13.425766 -2.397514 -6.656424 0.03 0.01 0.04
H 11.734742 -2.152363 -6.199781 0.05 -0.10 0.02
H 14.175658 -1.354478 -4.538977 -0.11 0.21 0.16
H 13.128269 -2.714883 -4.178110 -0.22 0.06 0.09
C -7.320086 4.885587 -5.987650 -0.12 0.29 0.07
C -7.199964 4.222005 -4.632479 0.12 -0.36 -0.53
O -7.204667 5.201359 -3.576375 0.03 0.11 0.32
C -8.401634 5.629609 -3.189059 0.17 -0.50 -0.45
O -9.450055 5.277193 -3.637119 -0.17 0.21 0.20
C -8.250620 6.624474 -2.030468 0.01 0.72 0.49
F -7.269496 7.508712 -2.251184 0.07 -0.16 -0.16
F -7.957589 5.979754 -0.888679 0.03 -0.24 -0.08
F -9.365513 7.316310 -1.826697 -0.12 -0.22 -0.16
H -6.537983 5.634772 -6.116694 0.07 -0.09 -0.02
H -7.235616 4.145499 -6.782739 0.01 -0.02 0.03
H -8.277837 5.395434 -6.090219 -0.04 -0.10 -0.01
H -6.247874 3.700156 -4.554293 0.05 0.15 0.21
H -7.987858 3.486838 -4.473386 -0.11 0.16 0.12
C -9.648260 -4.016272 6.560865 -0.08 0.23 -0.25
C -8.214879 -3.669115 6.900480 -0.32 -0.47 0.40
O -7.595059 -2.929837 5.829028 0.26 0.18 -0.18
C -7.836180 -1.625945 5.806446 -0.18 -0.54 0.51
O -8.511671 -1.021103 6.582972 0.06 0.32 -0.19
C -7.073432 -0.976677 4.644149 0.36 0.49 -0.73
F -7.168162 -1.693951 3.513588 -0.10 -0.28 0.33
F -5.763747 -0.864025 4.922819 -0.03 -0.15 0.25
F -7.521999 0.247684 4.376488 -0.18 -0.14 0.30
H -9.697019 -4.548943 5.610506 0.04 -0.10 0.06
H -10.082779 -4.641946 7.339497 0.04 0.00 0.01
H -10.255923 -3.116908 6.460637 0.01 0.00 0.11
H -7.627540 -4.577691 7.017419 0.15 0.09 -0.21
H -8.146036 -3.114094 7.835225 0.01 0.20 -0.13